<w>
The following is a DFT calculation (ωB97M-V with the def2-TZVPD basis set) of the molecule C21H26N2O4S.

```
! wB97M-V def2-TZVPD RIJCOSX def2/J DEFGRID3
* xyz 0 1
C -4.2799 -3.2123 -2.5969
N -3.3955 -2.8097 -1.5305
C -2.7874 -1.5961 -1.5310
S -2.9729 -0.5685 -2.8240
N -2.0059 -1.2772 -0.4727
C -1.8193 -2.2066 0.6255
C -0.6470 -1.8108 1.5195
C -0.8197 -0.3940 1.9683
C -0.5786 0.0205 3.2730
C -0.7520 1.3432 3.6393
O -0.5367 1.8473 4.8855
C -0.0780 0.9757 5.8874
C -1.1941 2.2770 2.6741
O -1.3466 3.5539 3.1216
C -1.7793 4.5322 2.2100
C -1.4409 1.8508 1.3819
C -1.2520 0.5188 1.0252
C -1.4784 0.0767 -0.3916
C -0.1990 0.2454 -1.2394
O 0.8796 -0.4338 -0.6403
C 2.1000 -0.3727 -1.2499
C 3.1473 -1.0141 -0.5841
C 4.4156 -1.0197 -1.1142
C 4.6813 -0.3830 -2.3285
O 5.9742 -0.4479 -2.7667
C 6.2968 0.1747 -3.9848
C 3.6433 0.2555 -2.9896
C 2.3622 0.2610 -2.4547
H -4.3732 -4.2966 -2.5855
H -3.8519 -2.8904 -3.5448
H -5.2717 -2.7594 -2.5003
H -3.5549 -3.2624 -0.6445
H -2.7340 -2.2439 1.2391
H -1.6276 -3.2034 0.2129
H 0.2787 -1.8937 0.9481
H -0.5982 -2.4934 2.3689
H -0.2452 -0.7091 3.9941
H -0.7994 0.1764 6.0895
H 0.0363 1.5891 6.7798
H 0.8895 0.5337 5.6265
H -1.0748 4.6506 1.3799
H -1.8255 5.4606 2.7770
H -2.7733 4.3024 1.8118
H -1.7821 2.5451 0.6304
H -2.2222 0.7320 -0.8668
H -0.3970 -0.1463 -2.2446
H 0.0222 1.3188 -1.3111
H 2.9416 -1.5019 0.3558
H 5.2276 -1.5131 -0.6045
H 5.7376 -0.2595 -4.8203
H 6.1129 1.2537 -3.9474
H 7.3607 -0.0028 -4.1344
H 3.8061 0.7587 -3.9296
H 1.5805 0.7648 -3.0004
*
```

SMILES string   CNC(=S)N1CCc2cc(OC)c(OC)cc2[C@H]1COc1ccc(OC)cc1
Gap between HOMO and LUMO   8.405 eV

---

<x>
The following is a DFT calculation (ωB97M-V with the def2-TZVPD basis set) of the molecule C21H26N2O4S.

```
! wB97M-V def2-TZVPD RIJCOSX def2/J DEFGRID3
* xyz 0 1
C -0.3586 3.8703 -2.9774
C 0.1204 2.4914 -2.6401
C -0.2966 1.8576 -1.4774
C 0.1266 0.5786 -1.1745
C 0.9846 -0.0951 -2.0349
N 1.4728 -1.3755 -1.7178
C 0.8996 -2.3040 -0.9104
O -0.2161 -2.2171 -0.4449
C 1.8321 -3.4698 -0.5930
C 2.8797 -2.9979 0.4403
C 2.1706 -2.1048 1.4201
C 2.2493 -0.7222 1.2899
C 1.3963 0.0985 2.0055
C 0.4778 -0.4736 2.8617
S -0.7828 0.5699 3.5702
O -1.4859 -0.1467 4.5988
O -0.2301 1.8506 3.9007
N -1.7797 0.7995 2.2183
C -2.7534 1.8453 2.4894
C -3.6011 2.0708 1.2388
O -4.2531 0.8868 0.8487
C -3.3205 -0.1371 0.5902
C -2.4411 -0.4270 1.8084
C 0.4401 -1.8388 3.0695
C 1.2922 -2.6540 2.3483
C 1.4207 0.5230 -3.2123
C 2.3520 -0.1813 -4.1570
C 0.9767 1.8059 -3.4914
H 0.3395 4.3746 -3.6411
H -0.4841 4.4663 -2.0763
H -1.3247 3.8159 -3.4805
H -0.9508 2.3721 -0.7891
H -0.2011 0.1021 -0.2660
H 2.3566 -1.6134 -2.1434
H 1.2229 -4.2640 -0.1625
H 2.3203 -3.8465 -1.4929
H 3.3176 -3.8649 0.9366
H 3.6783 -2.4456 -0.0580
H 2.9507 -0.2854 0.5937
H 1.4077 1.1703 1.8923
H -2.1993 2.7430 2.7634
H -3.4051 1.5530 3.3259
H -4.3849 2.8042 1.4353
H -2.9579 2.4288 0.4211
H -3.9002 -1.0222 0.3260
H -2.6790 0.1442 -0.2566
H -1.6817 -1.1617 1.5369
H -3.0541 -0.8207 2.6318
H -0.2762 -2.2389 3.7694
H 1.2467 -3.7254 2.4731
H 3.3356 -0.3250 -3.7053
H 1.9554 -1.1565 -4.4389
H 2.4853 0.4065 -5.0612
H 1.3099 2.2859 -4.4011
*
```

SMILES string   Cc1ccc(NC(=O)CCc2ccc(S(=O)(=O)N3CCOCC3)cc2)c(C)c1
Gap between HOMO and LUMO   8.835 eV

---

<y>
The following is a DFT calculation (ωB97M-V with the def2-TZVPD basis set) of the molecule C21H26N2O4S.

```
! wB97M-V def2-TZVPD RIJCOSX def2/J DEFGRID3
* xyz 0 1
C -4.1678 -4.7635 -1.3866
C -3.7933 -3.5235 -0.6344
C -4.3570 -2.2956 -0.9612
C -4.0309 -1.1529 -0.2552
C -3.1196 -1.2045 0.7925
C -2.7646 0.0512 1.5510
N -2.1842 1.1053 0.7367
C -0.8433 1.0912 0.3728
C -0.0965 -0.0888 0.3939
C 1.2327 -0.0946 0.0170
C 1.8626 1.0740 -0.3982
C 3.2945 1.1605 -0.8037
O 3.9113 2.2116 -0.7741
N 3.8477 0.0081 -1.2497
C 5.2545 -0.1223 -1.5298
C 5.9831 -0.8240 -0.3710
C 5.9297 -0.0234 0.9458
C 4.9513 -0.8181 1.8115
C 5.1379 -2.2298 1.2596
O 5.3378 -2.0726 -0.1299
C 1.1227 2.2554 -0.3896
C -0.2035 2.2717 -0.0167
S -3.2119 2.2868 0.1276
C -3.0156 2.1175 -1.6654
O -4.5451 1.9094 0.4860
O -2.7809 3.5957 0.5122
C -2.5715 -2.4337 1.1355
C -2.9044 -3.5769 0.4310
H -5.0608 -5.2082 -0.9463
H -3.3695 -5.5006 -1.3449
H -4.3861 -4.5354 -2.4273
H -5.0684 -2.2375 -1.7727
H -4.5065 -0.2125 -0.4876
H -3.6773 0.4810 1.9704
H -2.0747 -0.1761 2.3695
H -0.5566 -1.0140 0.6953
H 1.7691 -1.0317 0.0725
H 3.3439 -0.8602 -1.1734
H 5.3820 -0.7095 -2.4432
H 5.6629 0.8794 -1.6735
H 7.0227 -1.0098 -0.6772
H 6.9154 0.0023 1.4099
H 5.5979 0.9977 0.7750
H 3.9289 -0.4755 1.6468
H 5.1768 -0.7557 2.8733
H 6.0191 -2.7061 1.7142
H 4.2729 -2.8808 1.3998
H 1.6211 3.1690 -0.6763
H -0.7432 3.2028 0.0120
H -2.0087 2.4056 -1.9352
H -3.2125 1.0873 -1.9307
H -3.7390 2.7791 -2.1251
H -1.8875 -2.5051 1.9708
H -2.4683 -4.5242 0.7145
*
```

SMILES string   Cc1ccc(CN(c2ccc(C(=O)NC[C@H]3CCCO3)cc2)S(C)(=O)=O)cc1
Gap between HOMO and LUMO   9.254 eV

---

Preferred: <x>; penalty for the next structure: 1.2 kcal/mol.

---

<w>
The following is a DFT calculation (ωB97M-V with the def2-TZVPD basis set) of the molecule C10H15N3.

```
! wB97M-V def2-TZVPD RIJCOSX def2/J DEFGRID3
* xyz 0 1
C -2.0446 1.1790 -0.0192
C -1.6633 -1.0238 -0.2143
C -2.6531 -0.0626 -0.0498
C 0.5387 1.7032 -0.2224
C 0.6493 3.0416 0.0504
C 0.8001 -0.6814 -0.6466
C -4.0964 -0.3442 -0.1200
C 1.5544 -2.0542 1.4019
C 2.8003 0.9165 -0.7950
C 1.5790 -1.8750 -0.1198
N -0.6941 0.9580 -0.1162
N 1.4611 0.6411 -0.4734
N -0.4698 -0.4011 -0.2958
H -2.5476 2.0709 0.0031
H -1.6903 -2.0281 0.1168
H 1.5290 3.6769 -0.2038
H -0.2170 3.4193 0.4821
H -4.6747 0.4231 0.5669
H -4.4783 -0.2435 -1.1712
H -4.3092 -1.4306 0.1987
H 1.9272 -3.0007 1.5886
H 0.5741 -1.7033 1.8034
H 2.3770 -1.3933 1.8775
H 2.9702 1.7331 -1.4392
H 3.3545 0.0120 -1.2399
H 3.5695 1.1238 0.0586
H 1.2104 -2.7846 -0.5125
H 2.6436 -1.8723 -0.5089
*
```

Gap between HOMO and LUMO (spin up / spin down)   6.668 / 6.665 eV

---

<x>
The following is a DFT calculation (ωB97M-V with the def2-TZVPD basis set) of the molecule C10H15N3.

```
! wB97M-V def2-TZVPD RIJCOSX def2/J DEFGRID3
* xyz 0 1
C -1.1322 -2.5228 0.0506
C -1.7057 -1.1810 0.1288
C -3.0761 -0.9682 0.3961
C -3.6425 0.3100 0.3021
C -2.7718 1.3747 -0.0379
C -1.3990 1.2084 -0.1838
C -0.5639 2.4837 -0.4237
C -0.9033 -0.1114 -0.1347
N 0.4563 -0.4505 -0.3974
N 1.2459 0.2930 0.2328
N 2.5226 0.0952 0.1102
C 2.8837 -0.9031 -0.8863
C 3.4585 0.6038 1.0771
H -1.8380 -3.3005 0.3994
H -0.1564 -2.5739 0.6056
H -0.9390 -2.7841 -1.0060
H -3.7158 -1.8351 0.5777
H -4.6962 0.4373 0.4003
H -3.2135 2.3784 -0.1827
H 0.1046 2.8370 0.3911
H -1.2074 3.4120 -0.5346
H 0.0363 2.3546 -1.3471
H 3.9804 -1.1052 -0.7235
H 2.7395 -0.5252 -1.9049
H 2.3484 -1.8369 -0.8830
H 4.3472 1.1216 0.5968
H 3.8799 -0.1497 1.7049
H 2.9576 1.3375 1.6723
*
```

SMILES string   Cc1cccc(C)c1/N=N/N(C)C
Gap between HOMO and LUMO   8.870 eV

---

Preferred: <x>; penalty for the next structure: 64.4 kcal/mol.

---

<w>
The following is a DFT calculation (ωB97M-V with the def2-TZVPD basis set) of a cluster of 2 separate species, C3H11N3 in total.

```
! wB97M-V def2-TZVPD RIJCOSX def2/J DEFGRID3
* xyz 2 1
C 2.5800 -0.2505 0.3182
C 0.3967 0.8329 -0.2838
C -2.6655 0.5068 0.1085
N 1.8609 0.7193 -0.1690
N -0.2323 -1.6045 -0.1914
N -0.3794 -0.2814 0.1934
H 2.1611 -1.0683 0.7512
H 3.7087 -0.3966 0.3214
H -0.0337 1.6765 0.1639
H 0.1199 0.8908 -1.2861
H -2.5137 0.9835 -0.7664
H -3.3600 -0.2465 0.0925
H -2.6216 0.8394 1.0285
H 2.1712 1.5426 -0.6933
H -0.2151 -1.6422 -1.1776
H -0.6173 -2.3530 0.3684
H -0.3597 -0.1490 1.2215
*
```

Gap between HOMO and LUMO (spin up / spin down)   7.490 / 8.024 eV

---

<x>
The following is a DFT calculation (ωB97M-V with the def2-TZVPD basis set) of a cluster of 2 separate species, C3H11N3 in total.

```
! wB97M-V def2-TZVPD RIJCOSX def2/J DEFGRID3
* xyz 2 1
C 1.1735 -0.4721 2.2862
C -0.0553 0.7336 0.6246
C -0.8880 -0.9796 -0.9013
N 1.0240 -0.0259 1.1701
N -0.7479 1.2070 -1.7501
N -0.2706 0.2798 -0.8973
H 0.5595 -0.4237 3.1866
H 2.1083 -1.0244 2.5846
H -1.0157 0.4372 1.0336
H 0.0591 1.7520 0.5226
H -0.3160 -1.5838 -0.3254
H -1.9485 -0.9931 -0.5252
H -0.9933 -1.5044 -1.7985
H 1.6578 -0.3342 0.3827
H -0.3496 2.1056 -1.8438
H -1.3805 1.0125 -2.4512
H 1.3833 -0.1865 -1.2984
*
```

Gap between HOMO and LUMO (spin up / spin down)   9.012 / 8.633 eV

---

Preferred: <w>; penalty for the next structure: 14.5 kcal/mol.

---

<w>
The following is a DFT calculation (ωB97M-V with the def2-TZVPD basis set) of the molecule C6H10N2O2.

```
! wB97M-V def2-TZVPD RIJCOSX def2/J DEFGRID3
* xyz 0 1
C -1.6748 -0.0222 0.6820
C -0.2374 -0.2264 0.2499
C 0.0089 -0.0579 -1.2371
C -0.3447 1.3088 -1.7946
N 0.4396 2.3622 -1.5154
O -0.9967 1.4230 -2.8487
N 0.7939 0.2082 1.1801
C 0.6381 -1.2272 0.9534
C 0.1199 -2.0301 2.0903
O 0.0806 -3.2396 2.0804
H -1.7707 -0.0161 1.7737
H -2.0610 0.9358 0.3079
H -2.3055 -0.8253 0.2765
H 1.0699 -0.2302 -1.4743
H -0.5742 -0.7980 -1.8011
H 0.5222 2.6321 -0.5439
H 0.3749 2.9959 -2.4041
H 1.6322 0.5475 0.7124
H 1.3754 -1.7491 0.3379
H -0.2416 -1.4511 2.9685
*
```

SMILES string   C[C@@]1(CC(N)=O)N[C@H]1C=O
Gap between HOMO and LUMO   10.413 eV

---

<x>
The following is a DFT calculation (ωB97M-V with the def2-TZVPD basis set) of a structure of composition C6H10N2O2.

```
! wB97M-V def2-TZVPD RIJCOSX def2/J DEFGRID3
* xyz 0 1
N 2.7078 -1.7265 -0.1012
C 1.4037 -2.2849 -0.2618
C 1.1921 -3.7354 0.2311
C 0.9751 -3.1807 1.6531
C 0.2776 -2.0498 0.8427
C -0.8615 -2.8470 0.1850
O -0.1346 -4.0231 -0.2084
C -0.0107 -0.7341 1.3755
N -0.1932 0.2606 1.9490
H 2.7207 -0.7360 -0.3216
H 3.1111 -1.8557 0.8207
H 1.0513 -2.1006 -1.2847
H 1.8747 -4.5548 -0.0122
H 0.3510 -3.7729 2.3324
H 1.8907 -2.8540 2.1550
H -1.6656 -3.1119 0.8854
H -1.2777 -2.3369 -0.6939
O -0.5331 2.4897 -0.0795
H -0.5047 2.3558 0.8975
H -0.8670 1.6690 -0.4556
*
```

Gap between HOMO and LUMO   10.225 eV

---

<y>
The following is a DFT calculation (ωB97M-V with the def2-TZVPD basis set) of the molecule C6H10N2O2.

```
! wB97M-V def2-TZVPD RIJCOSX def2/J DEFGRID3
* xyz 0 1
N -0.8968 1.5397 1.2347
C 0.2398 0.7731 0.8017
C 0.4528 -0.7293 1.1398
O 0.6500 -1.2095 2.4120
C -0.6939 -1.0768 0.1514
C 0.1788 0.0090 -0.5474
C 1.4218 -0.7862 -0.0713
C -0.0300 0.6277 -1.8807
N -0.7350 1.6708 -2.1105
H -1.7427 0.9908 1.3477
H -0.7101 2.0077 2.1143
H 1.1432 1.3898 0.9162
H 0.7472 -2.1668 2.3917
H -0.6636 -2.0780 -0.2981
H -1.7201 -0.8004 0.4234
H 2.3608 -0.2219 0.0116
H 1.5658 -1.7716 -0.5315
O 0.0817 -0.2384 -2.8931
H -0.8197 2.2320 -1.2632
H -0.8299 -0.1617 -3.3487
*
```

Gap between HOMO and LUMO   10.012 eV

---

Preferred: <w>; penalty for the next structure: 10.6 kcal/mol.